[1]
Here is a molecular structure, C39H34BrCl2CrF11N3O4PTe from the OMol25 dataset. Energies are from wB97M-V/def2-TZVPD.

```
97
Properties=species:S:1:pos:R:3
H -4.58 1.85 4.09
N 1.23 0.97 -0.04
C 2.74 3.74 4.46
F -2.18 0.21 4.44
C 3.00 -1.67 2.70
Cl 4.17 3.04 3.70
H -0.74 -6.14 -0.92
H -3.36 -1.91 1.11
C -2.73 0.02 3.23
H 5.99 1.76 -2.90
C -1.93 -0.09 -3.39
C -1.66 0.24 -4.70
C -5.78 -2.98 -1.00
P -1.49 -1.25 -0.94
F -3.68 0.83 0.30
C 1.42 2.14 -3.50
F -4.83 2.36 1.25
C -3.09 1.39 2.57
H 0.77 2.60 -4.23
C 0.93 1.90 -2.25
H -3.35 -2.05 -3.16
H 2.57 0.74 -1.58
C 0.64 -5.11 0.35
C 1.73 0.48 2.17
H 2.56 3.19 5.38
C -1.05 -4.02 -0.96
H -3.88 3.26 3.26
H 3.42 -1.65 1.70
F -0.44 5.52 2.13
C -3.22 -1.87 -1.02
C -0.63 -2.79 -0.47
F -0.68 5.23 -0.37
C 5.32 1.10 -4.82
H 1.14 -6.02 0.67
C 4.22 0.95 -5.65
C 0.42 -2.73 0.43
H 6.30 0.82 -5.16
C 0.36 -1.05 -4.60
H -0.31 0.01 -6.34
C -5.14 -2.67 0.19
C 1.91 -1.74 5.24
H 2.32 1.36 2.51
C -5.12 -2.75 -2.20
H -6.77 -3.41 -0.99
O 0.68 0.21 4.80
O -2.03 1.93 1.97
H 2.95 4.79 4.64
C 2.82 -2.70 4.85
Br -0.84 2.50 -1.79
H 3.04 0.37 0.54
H 2.10 1.19 -5.86
H 1.27 -1.40 -5.07
C 3.37 -2.67 3.58
C -0.51 -0.24 -5.31
C 2.96 1.31 -5.22
Cl 1.28 3.61 3.41
C 1.62 1.17 -1.26
H 3.09 -3.47 5.55
Cr -0.45 1.40 0.80
N -1.13 -0.08 0.02
O 0.40 0.76 2.27
F 2.49 3.16 0.76
F -5.17 0.32 1.77
H 4.08 -3.43 3.28
H -1.87 -4.06 -1.66
H 0.71 -1.77 0.83
H 1.88 -3.83 1.54
F -3.77 -0.81 3.44
C 3.89 1.99 -3.11
C -3.67 2.29 3.68
C 2.76 1.81 -3.93
H 1.45 -1.75 6.22
H -2.81 0.30 -2.89
H 3.78 2.46 -2.14
H -5.64 -2.85 1.13
C -3.85 -2.20 -2.22
C -1.08 -0.93 -2.69
F 1.25 6.73 0.31
H 4.34 0.53 -6.64
H -2.93 2.40 4.47
C -0.41 -5.18 -0.55
N 2.05 0.23 0.76
H -5.60 -3.01 -3.13
C 1.06 -3.89 0.84
Te 0.82 4.65 0.70
H 0.32 0.68 4.01
C 5.14 1.63 -3.55
C 2.10 -0.69 3.07
F -1.83 -0.69 2.54
C 0.08 -1.39 -3.29
H 0.76 -2.03 -2.73
C 1.54 -0.72 4.36
C -4.19 1.21 1.48
O -0.13 3.10 0.94
F 1.53 4.48 -1.18
C -3.87 -2.13 0.18
H -2.34 0.88 -5.25
```

DFT total energy = -8218.6187 hartree
<S²> = 3.819
Net charge = -1
E_LUMO (spin up / spin down) = 0.045 / 0.008 Ha
Relative energy (zero: lowest compared OMol25 entry of this formula, charge and spin) = 78.8 kcal/mol
Multiplicity = 4
Gap between HOMO and LUMO (spin up / spin down) = 7.23 / 6.25 eV



[2]
Here is C4H7N3 in the gas phase from the OMol25 dataset. Energies are from wB97M-V/def2-TZVPD.

```
14
Properties=species:S:1:pos:R:3
H 2.38 0.33 0.58
H 1.43 1.34 -0.59
C 0.13 -0.83 -1.37
N -0.66 1.72 0.68
C -0.67 0.47 0.75
H -1.45 2.15 1.17
N -2.49 -0.91 2.04
N 0.42 -0.33 0.04
C -1.68 -0.30 1.47
H 0.55 -1.15 0.64
C 1.73 0.33 -0.29
H 0.16 0.02 -2.06
H 0.96 -1.49 -1.68
H -0.82 -1.35 -1.39
```

DFT total energy = -320.7069 hartree
E_LUMO = -0.024 Ha
Relative energy (zero: lowest compared OMol25 entry of this formula, charge and spin) = 110.7 kcal/mol
Gap between HOMO and LUMO = 5.94 eV



[3]
Here is 16 unconnected molecules or ions with the total composition C54H123N16O16 from the OMol25 dataset. Energies are from wB97M-V/def2-TZVPD.

```
209
Properties=species:S:1:pos:R:3
H -43.81 20.40 0.20
H -34.86 20.88 -6.77
O -40.10 12.07 4.31
C -38.46 12.54 -6.76
H -33.25 18.75 -8.24
C -34.75 10.49 -3.97
H -37.43 12.65 -1.88
H -32.35 11.56 -0.38
C -36.88 23.76 -0.96
H -33.96 13.00 -6.97
H -32.13 16.72 -7.55
C -41.16 15.50 1.69
H -41.15 17.73 -4.85
H -33.36 17.12 -6.33
C -41.35 19.24 -6.44
H -38.99 21.70 -5.31
H -32.49 20.07 0.99
H -37.90 23.87 -0.59
O -34.26 12.97 1.50
H -31.51 18.25 -3.67
O -43.00 13.19 -0.03
C -41.26 20.78 -8.36
C -40.59 11.00 -2.32
C -39.46 19.81 -0.53
H -41.12 9.08 4.02
H -40.17 18.16 4.92
H -40.03 6.64 -3.64
H -42.92 15.45 -1.98
H -36.64 21.81 -0.22
C -39.69 18.17 3.94
H -45.26 11.28 -2.22
H -41.81 14.31 -2.69
H -40.47 21.34 -8.86
C -41.84 19.56 -0.08
H -35.09 12.63 -1.29
H -40.95 9.95 -4.11
H -38.17 22.36 -3.82
H -32.94 19.31 -3.59
H -35.74 11.45 -0.08
O -32.25 15.79 -0.46
H -35.08 19.95 -2.90
N -40.85 20.10 -0.77
C -36.79 20.38 -6.10
H -44.47 11.27 -0.58
O -39.97 15.28 3.73
H -37.02 9.40 -2.74
H -35.12 17.09 -2.92
H -31.76 15.02 -2.76
H -39.19 18.91 0.01
H -31.95 18.41 0.63
H -38.28 15.33 -8.82
O -35.49 22.56 -2.99
C -42.30 14.58 -1.76
N -36.97 15.16 -3.12
H -39.16 13.35 -7.00
H -37.28 13.91 -0.72
C -32.43 17.45 -6.80
O -32.41 20.71 -1.62
H -38.91 11.56 0.73
H -40.91 7.87 -4.66
C -37.02 16.42 -3.90
H -40.68 19.33 -4.42
C -35.81 21.83 -2.07
O -36.29 12.69 -8.54
C -38.29 21.51 -4.49
N -37.11 13.02 -6.48
C -37.45 16.35 -5.34
H -34.55 14.50 -7.66
H -37.29 17.87 -2.28
H -32.49 20.64 -9.11
O -37.72 19.92 -6.79
C -31.84 19.47 0.37
C -39.23 16.91 -2.69
H -34.26 11.13 -1.16
O -42.55 19.01 -6.63
H -41.14 10.78 -1.40
C -39.91 8.70 -2.93
C -32.10 20.99 -8.15
N -40.56 9.85 -3.19
H -36.82 10.81 -1.78
H -36.83 24.23 -1.94
O -39.42 8.46 -1.85
C -40.39 9.73 4.51
C -36.96 10.49 -2.81
H -31.69 17.58 -6.02
H -34.24 12.31 -4.90
C -33.42 15.58 -0.83
H -31.89 13.86 1.48
H -38.71 17.75 4.18
H -39.21 7.82 -4.71
C -39.07 13.84 -3.64
C -32.74 14.60 -2.98
C -39.62 11.94 1.47
C -39.24 15.80 -8.62
C -33.89 12.45 0.45
H -41.10 20.68 -1.55
H -31.28 12.35 1.90
H -42.07 21.44 -8.03
H -32.63 13.53 -3.12
H -43.80 12.80 -3.02
C -38.22 14.57 -2.59
H -37.51 17.33 -5.81
H -41.13 11.80 -2.83
H -41.81 14.85 -6.43
C -35.52 20.34 -1.99
H -36.20 21.56 -4.59
H -36.93 13.46 -5.58
H -36.74 15.67 -5.82
H -34.41 15.68 1.09
H -33.14 14.92 -3.95
H -38.46 15.94 -5.39
H -33.05 17.48 -3.52
C -40.64 18.61 -5.24
C -41.64 14.94 -8.61
H -36.23 24.37 -0.31
H -34.98 14.19 -6.03
H -41.51 14.85 -1.06
H -39.99 15.34 -1.53
H -39.58 18.43 -5.44
H -40.29 15.46 1.03
H -35.14 19.14 -7.00
H -39.83 16.58 -3.54
H -38.67 20.67 -3.91
H -39.48 9.13 4.55
H -36.44 19.80 -1.79
H -38.57 11.83 -7.57
H -40.13 14.53 -9.94
H -31.24 21.64 -8.28
H -30.63 13.11 0.40
C -31.52 12.95 1.01
C -34.85 11.84 -0.57
C -40.05 7.65 -4.03
H -40.72 9.93 5.52
C -35.35 20.00 -6.36
H -38.43 13.18 -4.22
C -36.12 13.04 -7.40
C -34.80 13.68 -6.99
N -40.66 20.08 -7.24
C -34.60 15.92 0.04
C -32.23 19.61 -1.12
O -36.10 14.14 -3.61
H -35.93 12.12 -3.75
N -35.88 11.12 -3.58
C -32.50 18.38 -3.23
H -38.83 12.03 -5.87
C -33.71 11.43 -4.54
H -43.68 10.49 -1.96
H -42.97 15.95 -7.18
C -37.85 17.44 -3.11
C -43.23 19.85 -0.54
H -33.16 10.90 -5.31
H -34.69 14.70 -2.15
N -37.00 21.19 -5.09
H -38.87 13.12 -1.05
H -32.89 21.57 -7.68
O -42.53 14.51 -9.33
H -39.35 16.16 -7.60
H -35.52 15.41 -0.21
H -39.61 11.35 -1.99
H -39.92 13.35 -3.15
H -38.43 16.00 -0.96
C -35.59 17.03 -3.91
C -44.33 11.31 -1.66
H -39.18 12.74 2.08
C -39.01 15.69 -1.83
N -32.60 18.77 -7.47
O -41.71 18.86 0.93
H -39.60 14.54 -4.30
H -43.24 20.47 -1.45
H -37.91 10.79 -3.25
H -41.92 16.14 1.25
H -38.07 18.30 -3.74
H -33.05 11.69 -3.71
N -40.36 14.92 -9.04
N -39.86 10.86 2.42
H -39.64 19.20 3.59
H -41.57 20.04 -9.09
N -40.44 17.40 3.04
H -41.33 16.42 -7.09
C -40.14 10.99 3.73
H -40.93 17.82 2.26
H -30.80 19.79 0.46
O -34.58 9.28 -3.85
H -39.71 20.33 -6.98
H -39.38 16.59 -9.38
N -36.47 22.37 -1.04
H -38.96 20.65 -0.06
O -31.01 19.84 -6.28
H -40.49 12.38 0.99
C -40.50 16.06 2.93
N -32.32 18.47 -1.79
C -37.95 13.52 -1.48
N -32.57 12.30 0.26
H -43.81 18.95 -0.71
C -41.96 15.54 -7.25
H -39.59 9.93 2.13
H -34.92 20.22 -1.09
H -34.73 17.00 -0.04
H -35.50 18.02 -4.38
N -33.72 14.97 -1.98
H -32.19 17.62 -1.26
C -43.09 13.43 -1.23
C -31.82 19.82 -7.19
H -39.71 17.70 -2.11
H -38.94 19.87 -1.49
H -34.90 16.38 -4.45
H -41.62 14.54 1.88
H -34.96 19.67 -5.39
N -43.66 12.54 -2.05
```

DFT total energy = -4211.5346 hartree
Net charge = -1
E_LUMO = 0.050 Ha
Relative energy (zero: lowest compared OMol25 entry of this formula, charge and spin) = 31.9 kcal/mol
Gap between HOMO and LUMO = 5.90 eV



[4]
Here is 2 unconnected molecules or ions with the total composition C11H17N2 from the OMol25 dataset. Energies are from wB97M-V/def2-TZVPD.

```
30
Properties=species:S:1:pos:R:3
H -0.17 -0.86 -2.31
C -2.58 2.39 -1.86
N 0.27 -0.80 -1.39
H -2.84 1.70 -2.60
N -0.34 2.27 -0.61
H -2.90 -1.11 2.14
H 2.17 -0.79 -2.16
C -1.75 -0.95 1.84
H -0.94 3.77 -1.86
C -1.63 -0.98 0.49
H -2.35 -1.12 -0.22
H 3.99 -0.03 -0.32
H 1.46 -1.63 2.77
C 2.05 -1.01 0.02
H 0.13 2.95 -0.11
H -3.23 3.27 -1.81
C 1.68 -0.88 -1.36
C -0.28 -0.94 -0.03
H 3.12 0.30 1.08
H -0.94 1.94 0.10
C 0.82 -1.16 0.79
C -1.10 2.69 -1.94
C 3.37 -0.55 0.42
H -3.03 1.60 -1.28
H 3.99 -1.50 0.72
C 0.59 -1.20 2.16
H -0.68 2.18 -2.89
H -0.75 -0.93 3.96
H 0.22 1.50 -0.95
C -0.61 -1.00 2.75
```

DFT total energy = -538.4872 hartree
Net charge = +1
E_LUMO = -0.115 Ha
Relative energy (zero: lowest compared OMol25 entry of this formula, charge and spin) = 96.3 kcal/mol
Gap between HOMO and LUMO = 7.89 eV



[5]
Here is a molecular structure, C32H30BCoF4N3O2SeTe from the OMol25 dataset. Energies are from wB97M-V/def2-TZVPD.

```
75
Properties=species:S:1:pos:R:3
H 1.31 -5.96 1.22
H 2.38 -1.74 3.72
F -0.51 -1.01 3.93
C -1.41 1.77 -1.76
C -4.44 -3.22 -1.27
C -3.07 -5.15 -0.79
H 2.05 -4.12 -1.08
C -3.33 -2.41 -1.16
C -3.75 1.15 -0.97
H -1.70 3.25 1.94
F -1.23 -1.91 1.95
H -0.82 0.10 -2.95
C -0.07 1.96 -3.75
C -1.33 3.15 -1.60
C -0.62 3.93 -2.50
H 3.66 1.92 0.13
F -0.80 -3.28 3.74
H 4.80 -2.28 3.69
H -0.54 5.00 -2.34
C 2.45 -3.68 0.96
H -4.25 1.51 -0.07
C 4.65 -3.50 1.93
H 2.18 7.57 -0.07
C -0.78 1.18 -2.84
F -2.63 -1.89 3.77
H 0.42 7.61 -0.15
H -0.45 2.70 3.04
H -0.33 5.93 1.39
C -3.23 -1.02 -1.11
C 1.14 2.93 0.79
C -0.75 3.53 2.41
C 1.24 5.63 -0.02
C 3.80 -3.99 0.95
Te 0.93 0.89 1.45
C 1.23 -5.73 0.15
C 3.13 2.42 -0.68
C 1.55 -4.24 -0.11
C 2.79 -2.38 2.96
H -1.81 3.62 -0.75
H 1.86 -6.41 -0.42
O -4.26 -0.14 -1.30
H 2.84 4.99 -1.29
C -1.97 -4.33 -0.69
C 1.95 -2.88 1.98
O -0.13 -5.90 -0.26
H 0.58 3.93 -4.28
H 1.35 7.13 -1.56
H 3.85 2.96 -1.30
H 4.20 -4.62 0.16
Co -0.66 -1.87 -0.47
H 5.71 -3.75 1.92
Se 1.31 -0.50 -0.60
C 0.28 3.88 1.36
H -5.41 -2.76 -1.44
C 0.34 5.21 0.94
H -3.97 1.83 -1.80
H 0.44 1.48 -4.58
C -0.64 -4.64 -0.34
H -2.95 -6.21 -0.57
H -0.94 4.40 3.05
N -2.05 -2.96 -0.99
B -1.30 -2.03 3.36
C 1.30 7.06 -0.48
C -4.33 -4.61 -1.13
N 0.22 -3.66 -0.19
H -1.93 1.28 0.24
C 2.09 3.35 -0.14
H 2.68 1.62 -1.27
C 4.14 -2.68 2.94
C -2.22 0.96 -0.77
H 0.89 -2.66 2.00
C 0.01 3.33 -3.58
N -2.06 -0.47 -0.86
C 2.11 4.68 -0.54
H -5.20 -5.25 -1.20
```

DFT total energy = -6029.0156 hartree
<S²> = 0.790
Net charge = -2
E_LUMO (spin up / spin down) = 0.150 / 0.150 Ha
Multiplicity = 2
Gap between HOMO and LUMO (spin up / spin down) = 3.52 / 3.68 eV



[6]
Here is 2 unconnected molecules or ions with the total composition C6H15N2 from the OMol25 dataset. Energies are from wB97M-V/def2-TZVPD.

```
23
Properties=species:S:1:pos:R:3
N -0.50 0.75 2.87
H 0.78 -3.89 -0.04
H -1.60 -1.11 -0.53
H -0.67 -0.54 0.85
H -0.22 1.60 -2.77
C 0.06 -3.09 0.10
H 1.34 -1.36 0.18
H -0.19 -3.03 1.16
H 0.27 3.20 -1.16
H 1.88 2.41 -1.20
H 1.34 3.25 0.25
H -0.02 1.22 2.11
H -1.66 0.48 -2.43
N 0.54 1.36 -0.10
C -0.25 0.63 -0.82
C 1.01 2.64 -0.58
C -0.63 -0.73 -0.23
H -0.86 -3.39 -0.41
H 0.06 0.95 3.70
H -1.37 1.25 3.02
C 0.52 -1.74 -0.43
C -0.74 0.95 -2.08
H 0.88 -1.81 -1.46
```

DFT total energy = -346.7315 hartree
Net charge = +1
E_LUMO = -0.306 Ha
Relative energy (zero: lowest compared OMol25 entry of this formula, charge and spin) = 113.6 kcal/mol
Gap between HOMO and LUMO = 4.96 eV



[7]
Here is a gas-phase ion, C9H19N2O (charge +1) from the OMol25 dataset. Energies are from wB97M-V/def2-TZVPD.

```
31
Properties=species:S:1:pos:R:3
C -2.66 -0.62 0.45
H 1.64 2.28 0.19
C 1.37 -0.65 1.67
H 0.97 -0.07 2.61
N 1.55 1.61 0.97
H 1.44 -2.18 -0.47
C 2.16 -1.54 -0.75
C -0.73 1.67 -0.46
H 2.86 -1.60 0.00
H 2.56 -2.01 -1.69
O 2.07 0.71 -1.61
H 2.42 -0.57 2.01
H -1.74 3.08 0.77
H -0.69 -1.67 0.25
H -0.47 1.59 -1.57
C -0.42 0.54 0.45
C -1.19 -0.71 -0.07
H -3.05 0.31 0.25
C -1.10 -1.07 -1.60
H -2.84 -1.07 1.45
H -1.77 3.33 -0.95
H 2.44 1.42 1.43
H -0.64 0.64 1.42
N 1.12 0.38 0.54
C 1.70 -0.12 -0.83
H -0.16 -1.44 -1.75
H -1.87 -1.82 -1.92
H -1.22 -0.11 -2.15
C -1.40 2.77 -0.16
H -3.17 -1.41 -0.13
H 0.84 -1.67 1.64
```

SMILES string = C=C[C@@H](C(C)C)[N@+](C)(N)C(C)=O
DFT total energy = -538.6845 hartree
Net charge = +1
E_LUMO = -0.132 Ha
Relative energy (zero: lowest compared OMol25 entry of this formula, charge and spin) = 103.4 kcal/mol
Gap between HOMO and LUMO = 10.36 eV



[8]
Here is C4H6OS in the gas phase from the OMol25 dataset. Energies are from wB97M-V/def2-TZVPD.

```
12
Properties=species:S:1:pos:R:3
H 1.58 -1.34 -0.61
C 0.74 -0.75 -0.19
H -0.96 -1.90 -0.80
H -0.53 2.13 0.79
H -0.60 -2.02 0.84
C -0.57 1.36 0.04
H -0.85 1.84 -0.88
O 1.20 -0.07 1.01
S -1.78 0.00 0.37
C 0.80 0.71 -0.08
C -0.63 -1.33 0.04
H 1.58 1.37 -0.52
```

SMILES string = C1SC[C@H]2O[C@@H]12
DFT total energy = -629.3935 hartree
E_LUMO = 0.036 Ha
Relative energy (zero: lowest compared OMol25 entry of this formula, charge and spin) = 33.7 kcal/mol
Gap between HOMO and LUMO = 9.62 eV